# C11H14Br22N3O2P2

C11H14Br22N3O2P2 as an isolated structure at a distorted geometry (the ωB97M-V functional and the def2-TZVPD basis, the OMol25 dataset).

Its lowest unoccupied orbital energy is -5.2 eV. As for the spin multiplicity: 1. The HOMO energy comes out at -11.403 eV. As for the frontier orbital gap: 0.227 Eh. The charge is +1.

Last column: Löwdin charge in e.
Element x y z (Å)
N -0.04010 -3.12917 -1.39193  0.117
C -0.62061 -1.97580 -0.86244  -0.282
C -1.99231 -1.71521 -0.92311  -0.079
N -2.48823 -0.60063 -0.42745  -0.332
P -4.26217 -0.22082 -0.63454  0.672
O -4.37411 0.38423 -1.96329  -0.381
N -1.82288 0.36128 0.18545  0.109
C -0.52946 0.13490 0.25849  -0.108
C 0.14018 -0.98583 -0.25126  -0.273
P 1.99469 -1.20085 -0.13425  0.520
O 2.49585 -0.37273 -1.44094  -0.360
Br 2.53901 0.13854 1.50394  0.380
H -0.66219 -3.56440 -2.06301  0.105
H 0.20795 -3.80750 -0.68022  0.117
H -2.67097 -2.42122 -1.38540  0.144
H -4.69464 0.62836 0.38568  0.043
H -5.02218 -1.38940 -0.61811  0.005
H 0.04758 0.90025 0.76174  0.081
H 2.62015 -0.99014 -2.17554  0.070
C 4.23466 1.10224 4.90979  -1.640
Br 5.63323 1.66274 3.71983  0.564
Br 4.76738 1.24547 6.74680  0.608
Br 2.58684 2.04668 4.57572  0.542
H 4.05005 0.05683 4.70834  -0.034
C -3.53780 -2.90715 3.17964  -1.570
Br -4.36260 -1.98382 4.63060  0.657
Br -4.19989 -4.68050 2.94360  0.637
Br -3.68840 -1.91665 1.49356  0.752
H -2.48155 -2.97309 3.39772  -0.022
C -3.42952 3.06594 -3.82636  -1.656
Br -1.70019 2.52998 -3.16330  0.534
Br -3.84425 4.87038 -3.32310  0.584
Br -3.57089 2.79767 -5.71826  0.581
H -4.15531 2.42118 -3.35101  -0.064
C -4.43364 6.20046 -8.59111  -1.650
Br -2.51653 6.31821 -8.56995  0.572
Br -5.02652 4.43569 -9.06968  0.554
Br -5.19841 6.76959 -6.92258  0.559
H -4.78951 6.87563 -9.35516  -0.030
C 7.57686 -0.59619 0.28266  -1.631
Br 8.02105 -2.31006 1.02230  0.594
Br 5.68686 -0.43988 -0.06339  0.544
Br 8.21056 0.84259 1.38208  0.571
H 8.08042 -0.51659 -0.66955  -0.028
C -3.86681 -7.81828 0.73743  -1.676
Br -3.08556 -9.51545 0.32155  0.610
Br -3.61535 -6.55375 -0.70323  0.516
Br -5.72074 -7.97638 1.21966  0.585
H -3.34306 -7.42538 1.59681  -0.060
C 7.34910 4.72185 5.63717  -1.676
Br 8.75723 5.30070 4.46507  0.576
Br 7.87953 4.79057 7.48111  0.578
Br 5.72242 5.69803 5.32919  0.560
H 7.14479 3.68690 5.40228  -0.090